[1]
Here is C4H8O2 in the gas phase from the Open Molecules 2025 dataset. Energies are from ωB97M-V/def2-TZVPD.

Geometry as ORCA input:
```
! wB97M-V def2-TZVPD RIJCOSX def2/J DEFGRID3
* xyz 0 1
H -1.29 1.07 1.42
H -1.27 -0.38 -1.59
H 1.22 -0.15 -1.29
H 0.65 -0.47 1.74
H -0.33 2.18 -0.54
C -0.94 -0.82 0.24
C 0.39 -0.26 0.70
O -0.94 1.43 -0.62
O -1.10 -1.20 -1.09
H -1.51 -1.43 0.93
C -0.82 0.65 0.53
H 2.20 0.67 -0.05
H 2.18 -1.10 -0.14
C 1.56 -0.20 -0.25
*
```

The HOMO energy is -0.343 Ha. Its SMILES is C[C@H]1[C@@H](O)[C@H]1O. For the LUMO energy, the calculation gives 0.72 eV.

[2]
Here is C3CaLi2O3 as an isolated structure from the Open Molecules 2025 dataset. Energies are from ωB97M-V/def2-TZVPD.

Geometry as ORCA input:
```
! wB97M-V def2-TZVPD RIJCOSX def2/J DEFGRID3
* xyz 1 2
C 0.59 -0.03 0.27
C 0.21 -1.58 -0.07
Ca -1.05 -0.14 -2.28
C 0.15 1.13 0.32
Li 1.33 -1.17 2.19
O -0.62 2.08 0.13
Li -0.57 3.81 -0.37
O 0.52 -2.35 0.85
O -0.55 -1.78 -1.04
*
```

The expectation value of S² is 0.750. The HOMO energy (spin up / spin down) is -0.311 / -0.457 Ha. For the LUMO energy (spin up / spin down), the calculation gives -3.91 / -4.01 eV.

[3]
Here is C3H6O3S2 as an isolated structure from the Open Molecules 2025 dataset. Energies are from ωB97M-V/def2-TZVPD.

Geometry as ORCA input:
```
! wB97M-V def2-TZVPD RIJCOSX def2/J DEFGRID3
* xyz 0 1
C -0.96 -1.12 -0.79
H -0.36 -1.83 -1.19
O -2.50 0.96 -0.52
O -2.17 -1.50 -0.24
C -0.24 -0.42 0.34
H 3.03 1.74 -0.13
H 0.48 -1.18 0.67
S -2.66 -0.06 0.44
H -1.14 -0.41 -1.60
O -1.19 -0.05 1.31
H 2.03 1.67 1.37
H 2.74 0.14 0.32
C 2.26 1.13 0.43
S 0.68 0.94 -0.40
*
```

The HOMO energy is -0.330 Ha. For the LUMO energy, the calculation gives 0.76 eV.